Density functional theory data (the ωB97M-V functional and the def2-TZVPD basis) for 11 unconnected molecules or ions with the total composition C17H56N10O11.

Calculated values
- Electronic energy: -55964.895 eV
- Multiplicity: 1
- HOMO energy: -9.35 eV
- Structure (SMILES): NC(N)=O.NC(N)=O.NC(N)=O.NC(N)=O.NC(N)=O.CCO.CCO.CCO.CCO.CCO.CCO
- Gap between HOMO and LUMO: 0.355 Ha
- LUMO level: 0.32 eV
- Relative energy (zero: lowest compared OMol25 entry of this formula, charge and spin): 15.7 kcal per mole

The geometry in XYZ format:
```
94
Properties=species:S:1:pos:R:3:forces:R:3:mulliken_charge:R:1
C 1.8652 3.9992 -2.1464 0.540 1.515 -0.102 -1.17
C 1.1941 3.2389 -3.2577 0.974 -0.005 0.672 -0.16
O 1.1574 1.8709 -2.9085 -0.275 -0.778 -0.008 -0.44
H 1.8964 5.0683 -2.4351 -0.318 -0.319 0.167 0.40
H 2.9365 3.7884 -2.0387 -0.304 -0.565 0.000 0.32
H 1.3814 3.9422 -1.1776 -0.169 -0.181 0.105 0.16
H 1.8466 3.3840 -4.1165 -0.365 -0.047 -0.541 0.23
H 0.1829 3.5743 -3.4264 -0.310 0.426 -0.279 0.35
H 0.6374 1.4330 -3.6045 0.050 -0.046 -0.083 0.10
C 3.7722 -3.8825 1.5622 0.268 -0.148 -0.064 -1.35
C 3.3232 -2.7739 0.5978 -0.061 -0.165 0.775 0.56
O 4.1847 -2.7640 -0.5063 0.148 0.394 -0.903 -0.62
H 3.9769 -4.8001 0.9713 -0.314 0.439 0.278 0.30
H 3.0649 -4.1430 2.3955 0.564 0.514 -0.863 0.32
H 4.7461 -3.5857 1.9681 -0.219 -0.130 0.211 0.36
H 3.3262 -1.7748 1.0396 0.041 -0.055 0.525 0.20
H 2.2982 -2.9552 0.3121 -0.658 -0.203 -0.390 -0.13
H 3.9269 -1.9857 -1.0611 0.214 -0.697 0.497 0.43
C -0.1544 -5.2966 -1.0897 -1.443 0.870 1.321 -0.13
C 0.4822 -6.4324 -1.8491 0.324 -0.931 -1.731 -0.49
O 1.1418 -7.4510 -1.0560 0.313 0.993 -0.241 -0.54
H 0.5091 -4.7628 -0.3746 -0.002 -0.229 -0.807 0.02
H -1.0389 -5.5358 -0.4251 1.041 -0.689 -0.657 0.34
H -0.6619 -4.5658 -1.7574 0.889 -0.244 0.011 -0.08
H 1.2329 -6.0981 -2.6043 -0.383 0.426 0.695 0.21
H -0.2601 -6.9153 -2.5607 0.487 0.169 1.289 0.29
H 2.0892 -7.1860 -1.0199 -1.088 -0.373 0.096 0.32
C -4.4303 1.3029 -1.0143 -0.905 0.986 0.237 -1.30
C -3.2161 2.0026 -1.5806 -0.340 -0.028 -0.541 0.38
O -2.8134 1.2796 -2.7433 -1.554 -0.857 -1.188 -0.51
H -4.7965 1.8054 -0.0984 -0.056 -0.179 -0.570 0.35
H -4.1396 0.3281 -0.7324 0.350 -1.265 0.455 0.33
H -5.2690 1.1597 -1.7565 0.781 0.605 0.638 0.38
H -2.3442 1.9103 -0.9550 0.076 0.268 0.767 -0.31
H -3.3927 3.0695 -1.8042 0.007 -0.374 -0.061 0.28
H -3.6410 0.8009 -3.0502 1.612 0.774 0.291 0.28
C 1.8163 -2.7228 -3.0063 1.431 1.522 -1.296 -0.66
C 2.5985 -1.3833 -3.2187 0.329 -0.746 -1.000 -0.31
O 2.9043 -0.7539 -2.0051 0.230 0.257 0.809 -0.60
H 1.5089 -3.0999 -3.9710 -0.312 -0.142 -0.266 0.52
H 0.9931 -2.4993 -2.3930 -1.451 0.198 0.718 -0.08
H 2.3899 -3.4748 -2.5139 0.710 -0.403 0.389 0.39
H 2.0855 -0.6679 -3.8638 -0.663 -0.172 -0.009 0.05
H 3.5607 -1.4760 -3.7607 -0.350 -0.538 0.482 0.38
H 2.0722 -0.5661 -1.5590 -0.071 0.084 0.146 0.24
C -0.0672 4.8197 3.9077 0.213 0.920 0.532 -0.94
C -0.1322 4.1931 2.5520 -1.325 0.756 -0.623 0.40
O -1.5454 4.0936 2.2408 -0.364 -0.539 0.102 -0.55
H 0.9813 4.9819 4.2620 -0.840 -0.603 -0.109 0.30
H -0.7174 4.2746 4.6324 0.883 0.317 -0.441 -0.02
H -0.4712 5.8317 3.7967 -0.141 -0.072 0.231 0.42
H 0.3680 3.2629 2.5046 0.320 -1.198 -0.012 -0.12
H 0.2355 4.8234 1.7555 0.850 0.381 0.043 0.34
H -1.6901 3.8510 1.3145 0.389 0.031 0.362 0.26
C -2.5126 -2.4970 -0.4907 -0.459 1.158 1.293 0.51
O -2.0657 -2.0020 -1.5211 -0.315 -0.384 0.500 -0.48
N -2.6585 -1.7605 0.7430 0.785 0.307 -2.186 -0.57
N -3.0360 -3.7455 -0.3564 0.351 0.723 0.081 -0.38
H -2.4399 -2.3423 1.5137 0.031 -0.528 0.979 0.33
H -2.0373 -0.9324 0.8060 -0.309 -0.626 -0.033 0.17
H -3.1066 -4.3861 -1.1066 0.096 -0.306 -0.624 0.29
H -3.3844 -4.0066 0.5385 -0.280 -0.240 0.216 0.16
C -0.7848 -0.3510 -5.2156 0.469 1.277 -0.858 0.47
O -0.1412 -0.7816 -6.1446 0.220 -0.746 -0.287 -0.66
N -0.8922 1.0320 -5.0487 0.089 -0.615 0.606 -0.34
N -1.4453 -1.1116 -4.3112 0.431 -0.958 0.158 -0.30
H -1.6907 1.2365 -4.4906 -0.616 0.802 0.480 0.32
H -0.8537 1.5168 -5.9233 0.120 0.178 -0.306 0.21
H -1.0303 -2.0338 -4.3320 -0.399 -0.168 0.214 0.23
H -1.6114 -0.7818 -3.3757 -0.167 0.220 0.182 0.27
C -2.0409 2.3807 5.7632 -0.166 0.034 -0.023 0.48
O -0.9157 2.0267 6.0965 -0.457 -0.153 0.378 -0.64
N -2.6707 1.9584 4.6313 0.162 -0.246 -0.643 -0.50
N -2.7899 3.2382 6.5004 0.133 1.349 2.687 -0.38
H -2.0458 1.3708 4.0859 -0.318 0.460 -0.326 0.23
H -3.1310 2.7219 4.1395 0.169 -0.554 -0.220 0.28
H -3.7373 3.6149 6.3986 0.777 -0.905 -0.638 0.18
H -2.4087 3.4135 7.4455 -0.230 -0.057 -1.154 0.25
C 0.0533 0.7445 0.4756 0.981 -1.213 2.234 0.70
O -0.4644 0.1568 1.4556 0.254 1.211 -0.226 -0.94
N 1.0833 1.6511 0.5384 -0.329 -0.086 -1.238 0.08
N -0.2756 0.3701 -0.7489 0.774 1.191 -2.162 0.96
H 1.7207 1.6190 1.3132 0.177 -0.124 0.810 0.08
H 1.5508 1.7299 -0.3709 -0.089 0.253 0.641 0.09
H -1.1132 -0.1320 -0.8597 -0.947 -0.863 -0.489 -0.63
H 0.0946 0.9287 -1.5341 -0.470 -0.406 0.350 -0.21
C 2.1518 1.3272 4.1870 -0.415 0.233 0.507 0.64
O 2.7822 1.4912 3.1421 -0.207 0.084 0.307 -0.70
N 0.9153 0.7110 4.2091 1.464 0.221 -0.528 -0.20
N 2.6560 1.7636 5.4314 -0.495 -0.545 -1.068 -0.48
H 0.5218 0.4311 3.2998 0.147 0.170 0.692 0.12
H 0.3690 0.7456 5.0480 -0.416 0.134 0.015 0.19
H 2.0928 1.6868 6.2614 -0.110 0.095 -0.139 0.19
H 3.3873 2.4601 5.4359 -0.193 -0.298 -0.239 0.24
```
Positions in Å, forces in eV/Å.